[1]
The following is a DFT calculation (wB97M-V/def2-TZVPD) of 13 unconnected molecules or ions with the total composition C13H52N14O13 at a distorted geometry.

Atoms and positions in Å:
H (-4.293, 1.438, -0.888)
O (1.710, -2.369, -2.151)
O (3.893, -2.593, 1.355)
H (1.948, 2.226, -3.297)
N (3.910, -2.387, -1.551)
H (0.146, -1.275, -2.064)
H (-2.039, 0.652, 0.065)
H (0.442, 1.579, -2.473)
H (3.206, 2.238, 3.495)
N (3.748, -0.389, 1.062)
H (-3.370, -1.681, -2.567)
C (-2.036, 0.080, 3.280)
O (-0.525, -0.776, -1.613)
N (-3.388, 0.021, 2.911)
H (2.994, -0.577, 0.460)
H (0.567, -3.808, -1.606)
C (0.881, 2.342, -3.146)
H (-2.157, -4.461, 0.600)
O (-1.064, -1.710, -4.408)
H (-3.335, -2.018, 0.925)
H (-3.982, -1.446, -0.405)
N (-3.377, 4.450, -0.523)
H (-3.571, 2.359, -2.028)
N (-2.475, -4.339, -0.356)
H (-0.520, 1.450, 3.167)
N (2.114, 3.934, 0.906)
H (5.661, -2.087, 2.777)
H (-1.464, -1.903, -3.576)
H (-4.047, -0.699, 3.224)
C (2.318, 0.005, 4.329)
H (0.172, -0.345, 1.544)
O (-1.995, -3.495, -2.491)
O (-3.588, 2.841, 0.980)
N (3.017, 3.008, 2.885)
H (3.545, 3.909, 2.942)
N (-1.522, 1.307, 3.246)
O (-2.235, -3.500, 2.760)
H (-0.925, -1.459, 0.889)
O (1.398, 1.926, 1.724)
H (2.465, -0.112, -3.297)
C (-3.694, 3.196, -0.168)
C (0.031, -0.962, 0.636)
O (-3.344, -0.755, -2.259)
N (-0.219, -4.022, -0.991)
O (0.616, 0.590, -4.824)
H (1.371, 3.781, 0.215)
H (3.834, -3.153, -0.964)
H (2.636, 4.778, 0.881)
C (0.297, 1.945, -4.515)
C (-1.579, -3.917, -1.390)
C (2.144, 2.887, 1.819)
N (-4.183, 2.389, -1.217)
H (-4.024, 4.870, -1.225)
H (5.189, -0.486, 3.129)
H (1.759, 1.083, 5.903)
H (-1.768, 1.877, -5.387)
H (-0.096, -0.043, -4.760)
H (-1.732, -4.134, 3.281)
H (4.717, -1.820, -1.262)
H (0.611, 3.319, -2.855)
H (4.074, -0.356, -2.810)
O (3.456, 0.477, 4.138)
H (-1.332, -2.404, -5.024)
H (0.676, -0.095, 5.354)
H (3.781, 0.518, 1.511)
H (-0.896, 1.778, 0.579)
H (-3.154, 5.188, 0.123)
N (3.113, -0.673, -2.740)
H (0.861, 0.352, -0.788)
C (-0.115, -0.008, -0.507)
H (-1.954, -2.627, 3.048)
N (5.332, -1.196, 2.453)
H (-0.011, -4.695, -0.272)
N (1.970, -1.208, 3.891)
H (-1.734, 1.934, -3.689)
N (1.370, 0.602, 5.103)
H (-3.853, 0.846, 2.527)
C (4.270, -1.468, 1.630)
O (-1.496, -0.945, 3.627)
H (-2.215, 2.031, 3.110)
O (-4.078, -1.494, 0.568)
C (2.847, -1.855, -2.204)
H (0.748, 2.499, -5.337)
H (-2.440, -0.516, -2.007)
C (-1.191, 2.326, -4.558)
H (1.021, -1.410, 4.018)
H (-1.206, 1.661, -1.126)
H (-3.449, -4.096, -0.491)
H (0.808, -1.711, 0.438)
H (2.408, -1.721, 3.120)
H (-1.299, 3.428, -4.595)
C (-1.105, 1.082, -0.222)

Properties
LUMO level (eV): 0.328
Highest occupied orbital energy (eV): -9.4
Maximum force (eV Å⁻¹): 4.1
Electronic energy (hartree): -2271.553943
Multiplicity: 1
Net charge: 0

Charges per atom according to Löwdin partitioning, unit e: H 0.080; O -0.014; O 0.012; H 0.072; N 0.168; H 0.037; H 0.065; H 0.060; H 0.035; N 0.203; H 0.037; C -0.674; O -0.069; N 0.154; H 0.072; H 0.065; C -0.041; H 0.060; O -0.038; H 0.005; H 0.004; N 0.138; H 0.080; N 0.140; H 0.084; N 0.151; H 0.100; H -0.035; H 0.116; C -0.649; H 0.057; O -0.019; O 0.034; N 0.155; H 0.119; N 0.197; O -0.064; H 0.080; O 0.012; H 0.096; C -0.691; C -0.044; O -0.072; N 0.154; O -0.052; H 0.108; H 0.064; H 0.082; C -0.471; C -0.527; C -0.643; N 0.157; H 0.122; H 0.061; H 0.115; H 0.087; H 0.033; H 0.041; H 0.115; H 0.061; H 0.115; O -0.035; H 0.065; H 0.099; H 0.097; H 0.064; H 0.099; N 0.189; H 0.113; C -0.489; H -0.025; N 0.163; H 0.090; N 0.216; H 0.057; N 0.170; H 0.081; C -0.739; O -0.005; H 0.101; O -0.090; C -0.632; H 0.126; H 0.004; C -0.054; H 0.065; H 0.060; H 0.090; H 0.075; H 0.105; H 0.085; C -0.046


[2]
The following is a DFT calculation (wB97M-V/def2-TZVPD) of a molecular structure, C13H5F11O2PPtS2.

Atoms and positions in Å:
H (1.230, 2.838, -1.831)
F (-1.412, -3.854, 0.285)
C (-0.678, 3.521, -2.549)
F (4.931, -1.464, -0.464)
F (1.114, -2.788, 4.954)
C (-0.793, -3.571, 1.428)
H (-3.577, 3.410, -0.814)
F (0.552, -0.780, 3.281)
O (-4.170, 3.988, -3.225)
H (-2.042, 2.461, 0.905)
O (-2.520, 5.135, -4.145)
F (3.030, -0.182, -0.893)
S (-0.942, -0.999, 0.595)
C (0.180, 2.976, -1.605)
C (-2.025, 3.686, -2.255)
F (3.568, -3.360, -0.378)
C (-0.461, -2.253, 1.731)
C (-0.314, 2.594, -0.362)
C (0.195, -2.010, 2.935)
C (-1.667, 2.761, -0.066)
C (-0.495, -4.609, 2.284)
S (0.755, 1.899, 0.878)
C (0.496, -3.037, 3.806)
H (-0.283, 3.782, -3.524)
F (3.139, -1.543, 0.948)
Pt (0.935, -0.128, 0.106)
C (-2.520, 3.293, -1.015)
C (0.146, -4.337, 3.480)
F (3.511, -1.985, -2.194)
H (-1.588, 5.312, -3.976)
F (1.702, -2.025, -0.742)
P (3.406, -1.813, -0.631)
C (-3.007, 4.262, -3.234)
F (0.423, -5.323, 4.315)
F (-0.818, -5.858, 1.973)

Properties
LUMO level (spin up / spin down) (eV): -2.480 / -3.944
Highest occupied orbital energy (spin up / spin down) (eV): -9.9 / -9.6
Maximum force (eV Å⁻¹): 1.0
Electronic energy (hartree): -3004.608250
Multiplicity: 2
Net charge: 0

Charges per atom according to Löwdin partitioning, unit e: H 0.111; F 0.107; C -0.016; F -0.087; F 0.146; C -0.236; H 0.129; F 0.097; O 0.137; H 0.110; O 0.124; F -0.271; S 0.754; C -0.093; C -0.128; F -0.093; C -0.459; C -0.639; C -0.235; C -0.096; C -0.134; S 0.640; C -0.133; H 0.122; F -0.179; Pt 0.737; C 0.004; C -0.121; F -0.095; H 0.098; F -0.305; P 0.178; C -0.477; F 0.158; F 0.146


[3]
The following is a DFT calculation (wB97M-V/def2-TZVPD) of 25 unconnected molecules or ions with the total composition C13H64BNO32 at a distorted geometry.

Atoms and positions in Å:
H (-27.031, -3.918, 15.713)
C (-30.237, -6.028, 20.442)
H (-36.886, -5.641, 21.312)
H (-33.983, -1.091, 12.255)
H (-38.736, -2.811, 13.620)
C (-25.504, -0.311, 20.685)
O (-37.799, -2.843, 13.428)
O (-33.576, -1.464, 11.472)
O (-23.941, -7.319, 19.292)
B (-23.929, -1.353, 19.478)
H (-30.525, -7.739, 18.398)
H (-30.761, -8.724, 19.861)
O (-39.486, -6.244, 18.178)
O (-36.377, -9.225, 24.861)
H (-31.461, 0.941, 22.657)
H (-32.675, -6.358, 21.702)
O (-26.180, 0.122, 21.613)
H (-31.581, -7.699, 21.741)
H (-30.697, -3.676, 19.263)
H (-30.874, -1.913, 11.565)
O (-37.792, -9.044, 20.250)
O (-28.295, -11.464, 23.212)
H (-32.037, 0.060, 21.570)
O (-25.047, -1.105, 18.552)
O (-21.735, -4.037, 19.122)
H (-33.209, -7.848, 20.970)
C (-32.364, -3.673, 17.355)
H (-31.601, -8.309, 12.169)
H (-27.959, -4.417, 12.144)
H (-32.411, -2.560, 24.694)
H (-37.473, -3.583, 13.941)
H (-29.761, -3.843, 17.772)
H (-39.627, -5.837, 17.323)
H (-28.734, -4.554, 19.834)
H (-33.797, -2.394, 11.507)
H (-38.900, -5.642, 18.637)
H (-35.338, -13.588, 17.566)
C (-22.291, -2.966, 19.265)
O (-26.095, -4.045, 15.558)
H (-36.584, -0.152, 13.736)
H (-35.861, -5.764, 15.768)
H (-35.162, -9.189, 17.152)
O (-32.399, -2.352, 25.628)
H (-29.642, -1.589, 12.382)
O (-33.652, -6.057, 18.627)
H (-34.363, -3.105, 21.827)
H (-31.817, -6.514, 16.208)
O (-34.928, -9.738, 16.404)
H (-35.419, -5.385, 14.370)
H (-28.334, -12.094, 22.492)
C (-25.949, -0.462, 19.195)
H (-24.355, -7.348, 18.429)
O (-33.417, -2.971, 21.768)
H (-33.167, -1.796, 25.760)
O (-34.462, -13.368, 17.251)
H (-31.472, -9.809, 12.325)
H (-36.901, -2.382, 18.778)
H (-23.155, -6.788, 19.163)
O (-30.021, -2.265, 11.821)
H (-32.380, -2.923, 18.147)
H (-26.876, -5.052, 12.990)
O (-32.101, -9.122, 12.104)
H (-28.777, -5.930, 18.804)
O (-27.456, -5.225, 12.248)
H (-30.257, -6.307, 16.829)
H (-27.540, -7.279, 24.730)
H (-33.136, -3.548, 21.058)
C (-32.335, -7.214, 21.120)
H (-25.573, -5.492, 22.723)
H (-37.511, -4.999, 22.532)
H (-25.668, -3.393, 16.114)
H (-36.397, -3.805, 18.662)
H (-25.087, -6.881, 22.367)
O (-22.696, -0.651, 19.070)
H (-36.285, -8.562, 24.177)
O (-32.464, 2.392, 14.562)
H (-28.972, -11.756, 23.823)
H (-32.044, -8.447, 18.696)
O (-20.535, -1.382, 18.537)
H (-31.701, 1.815, 14.543)
C (-30.346, -4.387, 18.514)
H (-31.896, -3.208, 16.487)
O (-28.179, -7.586, 25.373)
C (-31.617, -4.953, 17.837)
H (-30.373, -5.445, 21.353)
H (-38.241, -8.488, 19.614)
H (-28.670, -8.269, 24.916)
H (-34.510, -12.437, 17.035)
O (-36.178, -5.689, 14.868)
C (-31.210, -7.971, 19.213)
N (-32.290, -5.682, 18.943)
C (-31.603, -6.657, 19.859)
O (-35.908, 0.416, 14.106)
H (-35.980, 0.289, 15.052)
C (-21.723, -1.593, 18.917)
C (-29.424, -5.256, 19.365)
O (-23.586, -2.776, 19.455)
H (-34.112, -9.359, 16.075)
O (-31.726, 0.949, 21.738)
O (-37.559, -5.778, 21.979)
O (-25.410, -6.357, 23.100)
H (-33.386, -3.873, 17.035)
O (-37.176, -3.293, 18.879)
H (-35.506, -9.287, 25.254)
H (-29.591, -6.847, 20.756)
O (-24.275, -0.846, 20.839)
O (-27.076, -0.246, 18.739)
H (-30.863, -5.044, 15.778)
H (-37.727, -8.504, 21.037)
H (-33.211, 1.800, 14.654)
C (-31.148, -5.734, 16.572)

Properties
LUMO level (eV): 2.504
Highest occupied orbital energy (eV): -1.5
Maximum force (eV Å⁻¹): 4.8
Electronic energy (hartree): -3021.211808
Multiplicity: 1
Net charge: -2

Here are the Löwdin charges for atoms 1 to 99, given in e: H 0.028; C -0.125; H 0.028; H 0.022; H 0.030; C -0.339; O -0.051; O -0.046; O -0.055; B -0.890; H 0.058; H 0.075; O -0.049; O -0.056; H 0.026; H 0.060; O 0.113; H 0.068; H 0.104; H 0.009; O -0.051; O -0.052; H 0.021; O 0.247; O 0.124; H 0.071; C -0.058; H 0.029; H 0.015; H 0.020; H 0.009; H 0.110; H 0.028; H 0.100; H 0.035; H 0.016; H 0.025; C -0.381; O -0.048; H 0.018; H 0.031; H 0.032; O -0.053; H 0.031; O -0.378; H 0.019; H 0.065; O -0.054; H 0.032; H 0.028; C -0.394; H 0.029; O -0.055; H 0.022; O -0.059; H 0.027; H 0.028; H 0.022; O -0.050; H 0.067; H 0.015; O -0.056; H 0.095; O -0.055; H 0.052; H 0.014; H 0.017; C -0.069; H 0.034; H 0.028; H 0.030; H 0.025; H 0.026; O 0.210; H 0.026; O -0.052; H 0.025; H 0.072; O 0.072; H 0.030; C -0.177; H 0.064; O -0.056; C -0.498; H 0.102; H 0.016; H 0.021; H 0.012; O -0.049; C -0.085; N -0.187; C -0.470; O -0.050; H 0.033; C -0.298; C -0.185; O 0.231; H 0.029; O -0.053


[4]
The following is a DFT calculation (wB97M-V/def2-TZVPD) of a molecular structure, C13H7BCl2F4GdO2S2 at a distorted geometry.

Atoms and positions in Å:
H (-1.928, 5.890, -2.898)
F (2.246, 0.405, 1.776)
C (-0.199, -4.860, 1.566)
H (-1.523, -6.398, 2.234)
B (3.597, -0.054, 1.326)
O (-0.639, -1.284, -0.750)
C (-1.602, 3.962, -2.019)
C (-1.445, -5.378, 1.876)
C (-0.934, -1.420, 0.472)
Gd (1.074, -0.234, 0.036)
O (-0.698, -0.486, 1.291)
C (-1.200, 5.192, -2.507)
C (-1.239, -2.787, 0.968)
H (-3.563, -5.019, 1.980)
C (0.722, 3.338, -1.541)
Cl (2.743, 5.086, -2.029)
F (3.929, -1.165, 2.032)
C (-0.657, 3.075, -1.540)
C (-0.064, -3.553, 1.087)
C (-2.481, -3.298, 1.291)
H (0.698, -5.453, 1.697)
Cl (-1.197, 1.550, -0.907)
F (3.334, -0.404, -0.071)
H (0.485, 6.482, -2.858)
H (-2.649, 3.687, -2.004)
S (1.922, 2.199, -1.020)
C (0.147, 5.520, -2.498)
C (1.080, 4.617, -2.022)
H (-3.360, -2.670, 1.199)
S (1.511, -2.903, 0.690)
C (-2.592, -4.607, 1.740)
F (4.480, 0.971, 1.402)

Properties
LUMO level (spin up / spin down) (eV): 2.634 / 0.449
Highest occupied orbital energy (spin up / spin down) (eV): -5.1 / -5.1
Maximum force (eV Å⁻¹): 2.8
Electronic energy (hartree): -3557.257399
Multiplicity: 8
Net charge: -1

Charges per atom according to Löwdin partitioning, unit e: H 0.095; F -0.066; C -0.118; H 0.095; B -1.256; O -0.181; C -0.131; C -0.105; C -0.732; Gd 1.343; O -0.114; C -0.111; C -0.170; H 0.091; C -0.739; Cl 0.646; F 0.168; C -0.645; C -0.603; C -0.036; H 0.095; Cl 0.757; F -0.070; H 0.095; H 0.098; S 0.555; C -0.137; C -0.699; H 0.114; S 0.678; C -0.109; F 0.192


[5]
The following is a DFT calculation (wB97M-V/def2-TZVPD) of a gas-phase ion, C13H8F7N2O3S (charge +1) at a distorted geometry.

Atoms and positions in Å:
H (-0.905, -2.551, 1.454)
C (-0.838, -2.383, 0.386)
C (2.311, 3.855, 1.071)
H (3.079, 4.011, 1.792)
O (0.560, 2.075, -3.399)
F (1.233, -3.715, -2.225)
C (-0.751, 1.438, 0.781)
C (-1.894, -0.243, 2.296)
H (1.245, -2.681, -0.111)
C (1.444, 3.578, 0.300)
F (-1.040, -0.415, 3.304)
S (1.257, 1.099, -2.667)
N (-1.120, 2.517, 1.600)
O (1.570, -0.158, -3.208)
C (0.345, 3.226, -0.605)
C (-0.557, 2.673, 2.683)
H (-1.788, -2.711, -0.029)
H (0.486, -4.075, 0.607)
C (0.126, -3.868, -1.482)
F (-0.103, -5.176, -1.412)
F (-2.623, -1.327, 2.144)
H (0.581, 3.434, -1.641)
C (-0.618, -0.898, 0.171)
O (-0.035, 2.809, 3.705)
H (-0.520, 3.813, -0.296)
F (-2.722, 0.730, 2.628)
N (0.355, 0.793, -1.206)
F (2.484, 1.694, -1.978)
C (-1.077, 0.102, 1.047)
F (-0.883, -3.304, -2.152)
C (-0.018, 1.783, -0.361)
C (0.079, -0.506, -0.957)
H (0.417, -1.237, -1.672)
C (0.328, -3.266, -0.097)

Properties
LUMO level (eV): -5.547
Highest occupied orbital energy (eV): -14.2
Maximum force (eV Å⁻¹): 1.2
Electronic energy (hartree): -1932.354656
SMILES: C#CCc1c(N=C=O)c(C(F)(F)F)c(CCC(F)(F)F)c[n+]1S(=O)(=O)F
Multiplicity: 1
Net charge: +1

Charges per atom according to natural (NBO) partitioning, unit e: H 0.250; C -0.441; C -0.138; H 0.259; O -0.828; F -0.322; C 0.229; C 0.968; H 0.233; C -0.078; F -0.301; S 2.546; N -0.593; O -0.830; C -0.538; C 0.930; H 0.271; H 0.269; C 0.973; F -0.306; F -0.289; H 0.282; C 0.022; O -0.399; H 0.296; F -0.290; N -0.517; F -0.422; C -0.046; F -0.327; C 0.289; C 0.069; H 0.280; C -0.501


> Number 2 is which compound?

C13H5F11O2PPtS2